1.
The following is a quantum chemistry calculation of a 4-piece molecular cluster, H8O4 overall, from the OMol25 dataset.

```
! RIJCOSX wB97M-V def2-TZVPD def2/J DEFGRID3
* xyz 0 1
O -0.886 0.372 0.976
H -0.429 -0.350 0.530
H -0.332 1.141 0.804
O 1.106 -0.396 -3.466
H 1.025 0.279 -4.149
H 1.577 0.048 -2.752
O 0.195 -1.075 -1.136
H -0.117 -0.164 -1.168
H 0.591 -1.218 -2.003
O -1.100 0.610 3.811
H -0.859 1.043 4.638
H -0.772 -0.290 3.914
*
```

Computed properties:
LUMO level (eV): 0.4
Energy above the lowest of the compared OMol25 structures with the same formula, charge and spin (kJ/mol): 130.2
E_HOMO (eV): -10.794

2.
The following is a quantum chemistry calculation of a 3-piece molecular cluster, C3H13NO2S2 overall in a non-equilibrium geometry, from the OMol25 dataset.

```
! RIJCOSX wB97M-V def2-TZVPD def2/J DEFGRID3
* xyz 0 1
C -1.212 -3.646 1.105
S -1.608 -1.902 1.057
S -0.658 -1.036 -0.487
C 1.150 -0.889 -0.632
C 1.888 -0.003 0.367
N 1.962 1.405 0.050
H -0.489 -4.001 0.349
H -0.848 -4.018 2.061
H -2.079 -4.215 0.745
H 1.166 -0.445 -1.634
H 1.654 -1.851 -0.735
H 2.893 -0.381 0.505
H 1.427 -0.074 1.345
H 2.609 1.667 -0.669
H 1.041 1.782 -0.148
O -2.634 2.580 1.065
H -2.027 1.946 1.464
H -2.333 3.429 1.405
O -0.353 3.037 -2.647
H -1.125 3.569 -2.882
H -0.424 3.045 -1.684
*
```

Computed properties:
LUMO level (eV): 0.5
Energy above the lowest of the compared OMol25 structures with the same formula, charge and spin (kJ/mol): 104.8
E_HOMO (eV): -8.311

3.
The following is a quantum chemistry calculation of a 2-piece molecular cluster, C2H4N overall in a non-equilibrium geometry, from the OMol25 dataset.

```
! RIJCOSX wB97M-V def2-TZVPD def2/J DEFGRID3
* xyz 1 3
C -2.315 -1.568 -0.919
C 1.165 0.662 0.376
N -1.380 -1.088 -0.496
H -3.225 -1.889 -1.398
H 1.857 1.502 0.816
H 0.067 0.859 0.375
H 1.662 -0.213 0.270
*
```

Computed properties:
<S²>: 2.0100
LUMO level (spin up / spin down) (eV): -3.3 / -13.1
Energy above the lowest of the compared OMol25 structures with the same formula, charge and spin (kJ/mol): 201.9
E_HOMO (spin up / spin down) (eV): -16.126 / -18.570

4.
The following is a quantum chemistry calculation of one molecule with the formula C3H6N2S2 in a non-equilibrium geometry, from the OMol25 dataset.

```
! RIJCOSX wB97M-V def2-TZVPD def2/J DEFGRID3
* xyz 0 1
S -2.323 0.132 0.391
C -0.737 -0.163 0.708
N -0.394 -0.339 1.951
S 1.116 -0.292 2.427
N 0.306 -0.081 -0.260
C 0.286 0.909 -1.260
C 0.267 -0.556 -1.522
H -1.243 -0.077 2.692
H 1.602 -0.817 1.028
H 1.185 1.683 -1.159
H -0.611 1.476 -1.383
H -0.630 -0.787 -2.126
H 1.177 -1.090 -1.487
*
```

Computed properties:
LUMO level (eV): 0.3
Energy above the lowest of the compared OMol25 structures with the same formula, charge and spin (kJ/mol): 437.7
E_HOMO (eV): -8.021

5.
The following is a quantum chemistry calculation of an isolated ion of composition CH4N5 and charge +1 in a non-equilibrium geometry, from the OMol25 dataset.

```
! RIJCOSX wB97M-V def2-TZVPD def2/J DEFGRID3
* xyz 1 1
C -1.334 0.281 -0.153
N 0.094 0.023 -0.307
N 0.769 0.054 -1.311
N 2.292 -0.336 -0.733
N 2.089 -0.430 0.422
N 0.893 -0.226 0.880
H -1.989 -0.317 -0.773
H -1.675 0.338 0.914
H -1.572 1.240 -0.596
H 0.432 -0.629 1.658
*
```

Computed properties:
LUMO level (eV): -5.7
Energy above the lowest of the compared OMol25 structures with the same formula, charge and spin (kJ/mol): 320.0
E_HOMO (eV): -17.117

6.
The following is a quantum chemistry calculation of a 2-piece molecular cluster, C8H10F3N2O2 overall in a non-equilibrium geometry, from the OMol25 dataset.

```
! RIJCOSX wB97M-V def2-TZVPD def2/J DEFGRID3
* xyz -1 1
C 2.062 3.048 -0.006
C 1.704 -0.752 0.510
C 1.306 -1.017 -0.975
C 0.552 -1.099 1.409
C 0.292 0.008 -1.314
C -0.714 -0.379 1.061
C -0.848 -0.199 -0.405
C -2.189 -0.453 -0.808
N -3.360 -0.547 -0.326
N -4.595 -0.557 -0.254
O 3.055 2.392 0.247
O 1.088 2.844 -0.716
F -2.182 -0.561 -2.252
F 1.947 4.234 0.796
F -5.028 -0.339 1.205
H 2.595 -1.361 0.773
H 1.947 0.282 0.608
H 2.112 -0.950 -1.706
H 0.769 -2.043 -1.005
H 0.303 -2.171 1.341
H 0.764 -0.866 2.498
H 0.749 1.035 -1.294
H -0.090 -0.303 -2.388
H -1.552 -0.846 1.464
H -0.688 0.600 1.537
*
```

Computed properties:
LUMO level (eV): 1.5
Energy above the lowest of the compared OMol25 structures with the same formula, charge and spin (kJ/mol): 0.0
E_HOMO (eV): -5.518

7.
The following is a quantum chemistry calculation of an isolated ion of composition CH3O3 and charge +1 in a non-equilibrium geometry, from the OMol25 dataset.

```
! RIJCOSX wB97M-V def2-TZVPD def2/J DEFGRID3
* xyz 1 1
C -0.123 -0.110 0.046
O -1.109 -1.258 0.112
O 0.071 -3.102 0.231
O -0.982 -2.504 0.171
H 0.890 -0.271 -0.256
H -0.054 0.226 1.007
H -0.780 0.398 -0.706
*
```

Computed properties:
LUMO level (spin up / spin down) (eV): -9.7 / -9.6
Energy above the lowest of the compared OMol25 structures with the same formula, charge and spin (kJ/mol): 511.7
E_HOMO (spin up / spin down) (eV): -19.590 / -19.562

8.
The following is a quantum chemistry calculation of one molecule with the formula CHNO3S in a non-equilibrium geometry, from the OMol25 dataset.

```
! RIJCOSX wB97M-V def2-TZVPD def2/J DEFGRID3
* xyz 0 1
C 1.657 1.682 0.090
N 0.539 1.406 -0.019
O -0.696 0.996 -0.133
O -2.088 -1.069 -0.375
O 0.364 -1.348 -0.135
S -1.012 -0.648 0.439
H 1.235 -1.019 0.132
*
```

Computed properties:
LUMO level (eV): 0.2
Energy above the lowest of the compared OMol25 structures with the same formula, charge and spin (kJ/mol): 387.7
E_HOMO (eV): -11.354